One molecule with the formula C2H6N4, computed with the ωB97M-V functional and the def2-TZVPD basis.

```
12
Properties=species:S:1:pos:R:3:mulliken_charge:R:1
C 0.43040 0.05761 -0.04527 -0.094
C -1.97051 -0.31791 0.00712 0.061
H 3.36172 0.11029 0.61913 0.266
H 2.37251 1.42614 0.14618 0.256
H 0.16424 1.10375 -0.20871 0.328
H -0.45276 -1.73291 0.15402 0.248
H -2.69335 -1.11062 -0.19853 0.319
H -3.18885 1.07266 -0.10999 0.228
N 2.66148 0.41753 -0.11264 -0.489
N 1.60447 -0.48078 0.01955 -0.328
N -0.69492 -0.77400 -0.00788 -0.156
N -2.18857 0.93619 0.07623 -0.639
```

Properties
E_HOMO: -0.30207 Ha
SMILES string: [H]/N=C/N/C=N/N
Frontier orbital gap: 9.199 eV
Multiplicity: 1
Max |F|: 2.49 eV Å⁻¹